No. 1
Below is 2 unconnected molecules or ions with the total composition C4H10N4, with properties calculated with ωB97M-V/def2-TZVPD.

Geometry (Å):
C  -0.5421  0.1740  -0.5037
C  0.6686  -0.4345  -1.1153
C  1.7014  -0.8398  -0.2008
C  1.9064  -1.0923  1.1593
H  -2.6266  0.6547  0.8947
H  -2.4672  -1.5673  1.6282
H  -1.6946  -1.4764  -1.1885
H  1.4177  0.2323  -1.7531
H  0.4498  -1.2956  -1.6509
H  2.3065  -1.0919  -1.0630
H  1.2857  -0.3853  1.9171
H  2.8139  -1.6136  1.4525
H  0.8067  3.1512  0.3283
H  1.4665  1.3451  0.3996
N  -2.5150  -0.4942  0.5448
N  -1.5196  -0.6307  -0.4348
N  -0.4634  1.2763  0.2887
N  0.7602  2.0203  0.0296

Summary:
maximum force = 0.1526 hartree/bohr
energy relative to the best compared isomer or geometry (same formula, charge and spin) = 908.1 kJ/mol
orbital gap = 7.64 eV
highest occupied orbital energy = -0.2713 Eh


No. 2
Below is a single C3H4O2S molecule, with properties calculated with ωB97M-V/def2-TZVPD.

Geometry (Å):
C  -0.9298  0.1818  0.0421
C  1.5717  -0.2933  0.2495
C  1.1292  1.0963  -0.2333
H  1.7948  -0.2061  1.3435
H  2.3946  -0.8290  -0.2201
H  1.3877  1.2933  -1.3112
H  1.6668  1.8531  0.3638
O  -2.0987  0.1870  0.0598
O  -0.2127  1.3260  0.0818
S  0.0388  -1.2578  -0.1037

Summary:
maximum force = 0.0551 hartree/bohr
energy relative to the best compared isomer or geometry (same formula, charge and spin) = 13.7 kJ/mol
orbital gap = 10.43 eV
SMILES string = O=C1OCCS1
highest occupied orbital energy = -0.3627 Eh


No. 3
Below is a single C6H7N molecule, with properties calculated with ωB97M-V/def2-TZVPD.

Geometry (Å):
C  1.9576  -0.0206  -0.2079
C  0.4977  0.1015  0.0498
C  -0.6733  -0.0559  -0.9374
C  -1.6161  0.5557  0.0679
C  -1.2963  -0.9575  0.0636
N  -0.1886  -0.7556  1.0513
C  -0.4605  0.6943  1.0509
H  2.2975  0.7554  -0.8988
H  2.1500  -0.9952  -0.6777
H  2.5286  0.0234  0.7227
H  -0.8098  -0.0712  -2.0101
H  -2.3831  1.2870  -0.1609
H  -1.6583  -1.9599  -0.1198
H  -0.3896  1.2828  1.9594

Summary:
maximum force = 0.0175 hartree/bohr
energy relative to the best compared isomer or geometry (same formula, charge and spin) = 501.7 kJ/mol
orbital gap = 9.76 eV
SMILES string = C[C@@]12[C@@H]3[C@H]4[C@@H]3N1[C@H]42
highest occupied orbital energy = -0.3149 Eh


No. 4
Below is a molecular structure, C23H35Cl3IrN6O4S2Si2, with properties calculated with ωB97M-V/def2-TZVPD.

Geometry (Å):
Ir  0.0518  0.0614  -0.1033
C  -5.3975  1.0336  -1.7149
Si  -5.4739  -0.0098  -0.1736
C  -6.9816  0.3744  0.8467
C  -5.3721  -1.8347  -0.5619
C  -3.9522  0.4191  0.9084
C  -4.0951  0.9437  2.1909
C  -2.9992  1.2616  2.9924
C  -1.7369  1.0310  2.4977
N  -1.5647  0.5099  1.2752
C  -2.6312  0.2340  0.4971
S  -2.0663  -0.3700  -1.0679
H  -6.2688  0.8375  -2.3434
H  -4.5076  0.8215  -2.3094
H  -5.4004  2.0976  -1.4700
H  -7.8797  0.1376  0.2725
H  -7.0407  1.4316  1.1133
H  -7.0213  -0.2154  1.7648
H  -6.2462  -2.1451  -1.1382
H  -5.3560  -2.4302  0.3539
H  -4.4872  -2.0761  -1.1534
H  -5.0896  1.1182  2.5834
H  -3.1287  1.6830  3.9788
H  -0.8449  1.2665  3.0643
N  1.0195  -4.6119  0.2032
C  1.7705  -3.8228  1.2252
C  1.5819  -2.3432  0.9356
N  0.1561  -1.8822  0.8081
C  -0.6934  -2.8668  0.0558
C  -0.4369  -4.3257  0.3884
H  1.2248  -5.6101  0.2657
H  1.2999  -4.2860  -0.7352
H  2.8271  -4.0782  1.1709
H  1.3855  -4.1171  2.2015
H  2.1039  -2.0926  0.0193
H  2.0577  -1.7961  1.7397
H  -0.2509  -1.7827  1.7372
H  -0.5405  -2.7076  -1.0033
H  -1.7344  -2.6426  0.2685
H  -1.0132  -4.9595  -0.2830
H  -0.6852  -4.5832  1.4181
Cl  1.4967  -2.6230  -2.4732
Si  1.3347  -0.5621  -1.9483
Cl  3.3637  -0.1237  -1.7783
Cl  0.6840  0.2927  -3.6925
C  -0.5582  4.1625  -1.8059
C  0.3527  3.1518  -1.1567
O  -0.3609  1.8898  -1.0190
H  -0.0449  5.1222  -1.8630
H  -1.4718  4.2938  -1.2276
H  -0.8167  3.8659  -2.8239
H  0.6260  3.4472  -0.1462
H  1.2566  2.9892  -1.7488
H  -0.7887  1.6634  -1.8619
O  5.0694  -0.7899  6.9797
S  6.2559  0.0247  6.9892
O  7.4824  -0.7239  6.7568
O  6.3325  0.9613  8.0929
C  6.1845  1.1497  5.4494
N  7.1704  2.0049  5.3046
C  7.0803  2.7613  4.2130
C  6.0230  2.6344  3.3150
C  5.0528  1.6879  3.5940
N  5.1359  0.9224  4.6936
C  3.8606  1.4251  2.7454
C  2.8633  0.5763  3.2279
C  1.7623  0.3273  2.4470
N  1.5796  0.8436  1.2176
C  2.5423  1.6574  0.7616
C  3.6740  1.9792  1.4881
H  7.8716  3.4832  4.0538
H  5.9805  3.2705  2.4428
H  2.9606  0.1294  4.2072
H  0.9521  -0.2799  2.8331
H  2.4090  2.0567  -0.2283
H  4.4036  2.6382  1.0398

Summary:
maximum force = 0.0621 hartree/bohr
energy relative to the best compared isomer or geometry (same formula, charge and spin) = 0.0 kJ/mol
<S²> = 0.766
charge = +2
multiplicity = 2
orbital gap (alpha / beta) = 7.57 / 5.47 eV
highest occupied orbital energy (alpha / beta) = -0.4973 / -0.4973 Eh


What did the second record say?
Below is a single C3H4O2S molecule, with properties calculated with ωB97M-V/def2-TZVPD.

Geometry (Å):
C  -0.9298  0.1818  0.0421
C  1.5717  -0.2933  0.2495
C  1.1292  1.0963  -0.2333
H  1.7948  -0.2061  1.3435
H  2.3946  -0.8290  -0.2201
H  1.3877  1.2933  -1.3112
H  1.6668  1.8531  0.3638
O  -2.0987  0.1870  0.0598
O  -0.2127  1.3260  0.0818
S  0.0388  -1.2578  -0.1037

Summary:
maximum force = 0.0551 hartree/bohr
energy relative to the best compared isomer or geometry (same formula, charge and spin) = 13.7 kJ/mol
orbital gap = 10.43 eV
SMILES string = O=C1OCCS1
highest occupied orbital energy = -0.3627 Eh